Entry 1:
Formula: C14H11F3N2O2
Source: OMol25
Level of theory: the ωB97M-V functional and the def2-TZVPD basis

CARTESIAN COORDINATES (ANGSTROEM)
C1 1.89 -0.11 2.52
C2 0.93 -0.30 1.54
H1 -4.37 0.06 -1.30
C3 -1.86 1.38 -3.86
F1 5.09 -1.51 3.56
C4 -1.44 1.11 -2.61
H2 4.19 -2.39 1.49
O1 -3.70 1.45 -5.36
C5 -1.99 0.28 -0.22
H3 -0.39 1.23 -2.36
H4 1.74 0.61 3.30
C6 1.14 -1.25 0.55
C7 3.28 -1.81 1.50
H5 -1.14 -0.09 2.06
C8 -0.35 0.50 1.57
O2 -2.71 -0.43 0.46
C9 3.06 -0.87 2.50
H6 -0.20 1.42 2.14
C10 -2.35 0.63 -1.62
H7 0.39 -1.41 -0.21
F2 4.64 0.59 3.46
C11 2.31 -2.00 0.53
H8 2.47 -2.73 -0.25
N1 -0.84 0.81 0.25
N2 -4.06 0.73 -3.25
F3 3.55 -0.67 4.80
H9 -0.28 1.42 -0.32
C12 -3.65 0.44 -2.01
C13 -3.23 1.22 -4.27
H10 -1.18 1.74 -4.62
C14 4.08 -0.63 3.57
H11 -5.03 0.59 -3.51

## Properties
Multiplicity: 1
Molar mass (g mol⁻¹): 296.2
Electronic energy (eV): -29925.7826
Energy above the lowest of the compared OMol25 structures with the same formula, charge and spin (kcal/mol): 0.0
Orbital gap (Eh): 0.336
SMILES: O=C(NCc1cccc(C(F)(F)F)c1)c1ccc(=O)[nH]c1



Entry 2:
Formula: C24H18BrCl2FN4O6S2Ti
Source: OMol25
Level of theory: the ωB97M-V functional and the def2-TZVPD basis

CARTESIAN COORDINATES (ANGSTROEM)
C1 -1.58 2.43 -1.81
S1 -2.44 1.33 1.43
C2 -0.51 2.17 4.79
H1 -2.78 1.13 4.18
C3 -3.09 0.14 3.84
Cl1 -0.01 6.51 -3.04
Br1 1.08 -2.89 -0.09
S2 -2.37 -1.59 0.14
O1 2.41 0.39 1.78
H2 -3.73 -3.15 2.20
H3 -0.10 -0.09 3.72
H4 -4.18 0.08 3.95
H5 1.77 -3.76 -2.74
C4 0.31 4.02 -1.97
N1 0.00 -1.04 -1.86
C5 -2.69 -0.10 2.41
H6 1.54 0.36 4.22
C6 -0.23 -0.57 -3.10
H7 -0.82 0.33 -3.15
C7 0.49 2.93 2.74
N2 -1.06 3.44 4.87
H8 -2.58 5.35 -3.19
H9 2.35 1.22 -0.32
H10 3.49 3.33 -1.03
C8 0.70 -2.17 -1.78
C9 -0.93 4.49 3.97
H11 1.14 2.70 1.92
O2 -1.47 5.56 4.14
H12 -1.63 3.61 5.68
C10 0.74 0.56 3.51
O3 0.28 -0.04 1.27
O4 1.44 -3.03 -5.19
C11 -1.90 4.63 -2.75
C12 1.80 2.02 -0.81
N3 0.51 1.82 -0.97
C13 2.43 3.22 -1.20
C14 0.21 -1.17 -4.25
C15 -0.06 4.14 2.85
C16 -0.59 4.95 -2.56
H13 1.19 -2.59 -6.01
F1 0.16 5.09 1.93
O5 -0.69 1.33 5.64
C17 1.20 -2.85 -2.87
H14 -0.02 -0.74 -5.22
C18 -0.22 2.79 -1.59
C19 -2.63 -1.34 1.86
C20 -2.88 -2.60 2.63
C21 0.95 -2.35 -4.13
O6 -1.90 1.19 -1.46
N4 0.26 1.94 3.67
C22 -2.40 3.36 -2.38
H15 -2.65 -0.58 4.53
H16 -3.10 -2.42 3.67
Ti1 -0.99 0.23 -0.09
C23 1.69 4.22 -1.75
H17 -2.02 -3.27 2.57
H18 2.15 5.16 -2.03
C24 1.24 0.30 2.09
Cl2 -4.06 2.99 -2.69

## Properties
Multiplicity: 1
Molar mass (g mol⁻¹): 740.2
Electronic energy (eV): -186021.9142
Energy above the lowest of the compared OMol25 structures with the same formula, charge and spin (kcal/mol): 16.1
Orbital gap (Eh): 0.248



Entry 3:
Formula: C6H12N2O2
Source: OMol25
Level of theory: the ωB97M-V functional and the def2-TZVPD basis

CARTESIAN COORDINATES (ANGSTROEM)
O1 0.04 2.25 0.74
H1 0.64 -3.23 0.05
C1 -0.97 -1.27 -1.13
C2 2.08 0.62 0.45
H2 -2.32 4.18 1.66
O2 -2.15 3.96 0.73
H3 2.80 -0.15 0.14
H4 2.20 0.82 1.52
C3 0.70 -2.24 0.52
H5 1.71 -2.14 0.96
H6 -0.03 -2.19 1.33
H7 -0.77 2.79 0.71
H8 -1.74 -1.26 -0.35
H9 -3.02 3.80 0.35
C4 0.67 0.22 0.14
C5 0.43 -1.13 -0.50
H10 1.18 -1.22 -1.31
N1 -1.17 -3.43 -2.60
N2 -0.33 0.97 0.38
C6 -1.11 -2.50 -1.92
H11 2.33 1.56 -0.08
H12 -1.19 -0.42 -1.79

## Properties
Multiplicity: 1
Molar mass (g mol⁻¹): 144.2
Electronic energy (eV): -13490.3758
Energy above the lowest of the compared OMol25 structures with the same formula, charge and spin (kcal/mol): 47.3
Orbital gap (Eh): 0.357
SMILES: C/C(=N\O)[C@@H](C)CC#N.O



Number 1: HOMO -8.874 eV. Number 2: HOMO -7.677 eV. Number 3: HOMO -9.332 eV.